Computed, not measured: a 10-piece molecular cluster, C40H62O20 overall, with the ωB97M-V functional and the def2-TZVPD basis.

CARTESIAN COORDINATES (ANGSTROEM)
O: 5.00 -19.70 -5.15
C: 3.91 -19.20 -5.06
O: 2.76 -19.87 -5.12
C: 2.78 -21.30 -5.15
C: 1.42 -21.77 -4.72
C: 3.68 -17.73 -4.83
H: 3.57 -21.74 -4.55
H: 2.96 -21.61 -6.19
H: 0.60 -21.23 -5.20
H: 1.31 -21.70 -3.63
H: 1.29 -22.84 -4.91
H: 4.22 -17.10 -5.54
H: 4.05 -17.48 -3.83
H: 2.63 -17.47 -4.86
O: 6.85 -16.64 0.92
C: 7.63 -15.84 0.48
O: 7.24 -14.82 -0.32
C: 8.35 -14.06 -0.76
C: 9.61 -14.85 -0.40
C: 9.12 -15.79 0.71
H: 8.38 -13.05 -0.33
H: 8.29 -13.89 -1.84
H: 10.42 -14.22 -0.04
H: 10.04 -15.41 -1.23
H: 9.32 -15.39 1.71
H: 9.54 -16.79 0.65
O: 2.79 -24.71 1.01
C: 3.44 -24.82 0.01
O: 4.53 -24.04 -0.22
C: 5.00 -24.22 -1.56
C: 3.88 -24.95 -2.30
C: 3.23 -25.74 -1.16
H: 5.93 -24.81 -1.54
H: 5.25 -23.25 -1.99
H: 4.25 -25.57 -3.11
H: 3.19 -24.22 -2.71
H: 3.72 -26.70 -0.98
H: 2.18 -25.94 -1.31
O: -0.77 -25.80 -0.30
C: -0.37 -24.68 -0.20
O: 0.31 -24.07 -1.21
C: 0.66 -22.72 -0.87
C: 0.02 -22.41 0.50
C: -0.31 -23.80 1.03
H: 0.29 -22.03 -1.62
H: 1.75 -22.68 -0.83
H: -0.83 -21.76 0.37
H: 0.71 -21.88 1.16
H: -1.22 -23.84 1.63
H: 0.51 -24.22 1.62
O: 5.78 -15.05 -4.47
C: 6.73 -15.72 -4.18
O: 6.75 -16.48 -3.05
C: 7.95 -17.25 -2.98
C: 8.93 -16.62 -3.98
C: 7.99 -15.95 -4.97
H: 7.70 -18.28 -3.25
H: 8.38 -17.30 -1.98
H: 9.63 -17.38 -4.32
H: 9.53 -15.88 -3.45
H: 7.71 -16.63 -5.79
H: 8.42 -15.06 -5.42
O: -2.33 -19.01 -0.42
C: -1.21 -19.05 -0.82
O: -0.14 -19.02 0.00
C: 1.09 -19.22 -0.73
C: 0.74 -18.91 -2.20
C: -0.76 -19.11 -2.28
H: 1.44 -20.25 -0.67
H: 1.78 -18.48 -0.33
H: 1.37 -19.47 -2.89
H: 1.02 -17.87 -2.42
H: -1.01 -20.10 -2.67
H: -1.32 -18.36 -2.84
O: 11.20 -17.49 -1.61
C: 10.95 -18.59 -1.21
O: 10.21 -18.81 -0.12
C: 10.05 -20.21 0.15
C: 11.04 -20.94 -0.77
C: 11.30 -19.91 -1.87
H: 9.03 -20.51 -0.09
H: 10.23 -20.41 1.20
H: 10.56 -21.84 -1.16
H: 11.95 -21.23 -0.25
H: 10.64 -20.04 -2.73
H: 12.32 -19.91 -2.25
O: 9.74 -18.42 3.94
C: 8.63 -18.81 4.19
O: 8.39 -19.61 5.26
C: 6.99 -19.91 5.35
C: 6.26 -18.89 4.47
C: 7.34 -18.47 3.47
H: 6.69 -19.85 6.40
H: 6.81 -20.93 5.00
H: 5.97 -18.02 5.07
H: 5.37 -19.31 4.02
H: 7.34 -17.41 3.23
H: 7.33 -19.08 2.57
O: 6.45 -21.29 2.71
C: 7.27 -22.13 2.48
O: 8.60 -21.87 2.60
C: 9.39 -23.06 2.48
C: 8.42 -24.24 2.49
C: 7.09 -23.58 2.10
H: 10.08 -23.07 3.33
H: 10.02 -23.00 1.59
H: 8.36 -24.70 3.47
H: 8.68 -24.99 1.75
H: 6.25 -24.01 2.65
H: 6.86 -23.64 1.03
O: 3.61 -21.28 -2.16
C: 4.39 -20.53 -1.62
O: 4.18 -20.02 -0.40
C: 5.39 -19.40 0.10
C: 6.49 -19.94 -0.80
C: 5.75 -20.10 -2.12
H: 5.50 -19.66 1.15
H: 5.31 -18.32 0.01
H: 6.82 -20.91 -0.44
H: 7.34 -19.25 -0.85
H: 6.15 -20.84 -2.81
H: 5.64 -19.16 -2.67

Values from the calculation:
Net charge   0
Energy relative to the best compared isomer or geometry (same formula, charge and spin)   0.0000 eV
SMILES string   CCOC(C)=O.O=C1CCCO1.O=C1CCCO1.O=C1CCCO1.O=C1CCCO1.O=C1CCCO1.O=C1CCCO1.O=C1CCCO1.O=C1CCCO1.O=C1CCCO1
E_LUMO   -0.18 eV
E_HOMO   -0.3640 Ha